--- 1 ---
CH3ClN2O2 in the gas phase. Source: OMol25; level of theory: wB97M-V/def2-TZVPD.

Results
LUMO level	0.4	eV
orbital gap	10.251	eV
SMILES string	CN(Cl)[N+](=O)[O-]

Structure (ORCA input):
```
! RIJCOSX wB97M-V def2-TZVPD def2/J DEFGRID3
* xyz 0 1
C -0.973 0.240 -0.593
N 0.253 0.669 -0.037
N 1.215 -0.652 0.382
O 0.911 -1.685 -0.085
O 2.128 -0.449 1.118
Cl 0.203 1.636 1.263
H -1.729 0.381 0.091
H -1.150 0.731 -1.497
H -0.858 -0.872 -0.641
*
```

***

--- 2 ---
CH3ClN2O2 in the gas phase. Source: OMol25; level of theory: wB97M-V/def2-TZVPD.

Results
LUMO level	0.3	eV
orbital gap	10.228	eV
SMILES string	CO/[N+]([O-])=N/Cl

Structure (ORCA input):
```
! RIJCOSX wB97M-V def2-TZVPD def2/J DEFGRID3
* xyz 0 1
C 1.149 0.710 0.989
N -0.858 -1.393 -1.534
N -0.637 -0.504 -0.622
O 0.583 -0.513 0.078
O -1.345 0.428 -0.256
Cl -2.432 -1.391 -2.140
H 1.323 0.227 1.830
H 1.965 1.160 0.557
H 0.252 1.276 1.098
*
```

***

If we sort the structures by their calculated energies, the order from most to least stable is 1, 2.